# 1
The following is a quantum chemistry calculation of a cluster of 5 separate species, C25H55NO7P in total, from the OMol25 dataset.

Geometry as XYZ:
```
89
Properties=species:S:1:pos:R:3:lowdin_charge:R:1
C -0.47767 2.67873 3.69291 -0.092
C 0.21401 1.46800 3.04796 -0.249
C 0.74676 1.74787 1.62826 -0.192
C 0.83512 0.48360 0.74197 -0.177
C 0.06587 0.64313 -0.58465 -0.180
C -0.72835 -0.58217 -1.07822 -0.167
C -1.32796 -1.46570 0.00046 -0.204
N -2.13582 -0.74066 1.05887 -0.177
C -2.93947 0.43217 0.53430 -0.133
C -4.13380 0.88946 1.37219 -0.186
C -4.44098 2.36509 1.05805 -0.171
C -4.66934 2.65019 -0.43776 -0.166
C -5.86519 3.56499 -0.68681 -0.244
O -5.71438 4.76533 0.02906 -0.183
C -6.76559 5.06812 0.92784 -0.099
P -2.95143 -2.13763 2.01352 0.928
O -3.16544 -1.43548 3.43944 -0.227
O -4.38333 -2.17236 1.29514 -0.218
H -1.12183 2.32691 4.50039 0.070
H -1.06088 3.22483 2.95030 0.065
H 0.27822 3.34144 4.10985 0.042
H -0.50869 0.63867 3.00921 0.071
H 1.04326 1.14163 3.67612 0.115
H 0.10755 2.50609 1.17017 0.099
H 1.73158 2.20494 1.73289 0.115
H 1.88472 0.33331 0.48857 0.116
H 0.53636 -0.39404 1.31851 0.087
H -0.60095 1.50725 -0.56529 0.090
H 0.79128 0.87154 -1.36678 0.108
H -0.06906 -1.22651 -1.66532 0.103
H -1.49819 -0.24650 -1.77589 0.114
H -1.98603 -2.21666 -0.44423 0.116
H -0.55638 -2.01839 0.53485 0.115
H -1.46087 -0.33484 1.71384 0.091
H -3.21008 0.25428 -0.50157 0.127
H -2.25103 1.27903 0.53320 0.116
H -5.03406 0.31595 1.14934 0.106
H -3.89251 0.84717 2.43534 0.103
H -3.56558 2.93372 1.38387 0.117
H -5.27921 2.71234 1.65946 0.111
H -3.78587 3.14026 -0.85379 0.121
H -4.81691 1.73438 -1.01856 0.113
H -5.92970 3.76600 -1.75996 0.125
H -6.78424 3.03690 -0.40683 0.124
H -7.09525 4.17738 1.47030 0.078
H -6.38079 5.80335 1.63080 0.092
H -7.62748 5.49191 0.40480 0.092
H -3.86036 -0.77052 3.51763 0.061
H -5.04699 -1.56079 1.62798 0.059
C 2.49195 6.70074 5.72595 -0.019
C 2.60119 5.78715 4.53239 -0.490
O 1.73564 4.98162 4.26969 0.050
C 3.83765 5.92347 3.68052 -0.019
H 1.56168 6.50457 6.25318 0.082
H 3.33140 6.53355 6.40238 0.088
H 2.50933 7.74231 5.40195 0.088
H 4.72774 5.72703 4.27993 0.088
H 3.90555 6.93580 3.27981 0.088
H 3.79561 5.21434 2.85724 0.078
C 3.83347 -1.61682 -4.52009 -0.016
C 2.79841 -1.77773 -3.43627 -0.498
O 2.42578 -0.82610 -2.78077 0.046
C 2.26004 -3.16601 -3.21059 -0.027
H 4.13815 -0.57449 -4.57882 0.085
H 4.70743 -2.23239 -4.29915 0.084
H 3.42272 -1.92288 -5.48309 0.090
H 3.06773 -3.84667 -2.94147 0.084
H 1.78618 -3.53551 -4.11476 0.071
H 1.52833 -3.14596 -2.40488 0.073
C 0.82799 -7.30061 -5.83901 -0.018
C 0.53631 -6.63176 -4.52050 -0.488
O 1.28835 -5.80963 -4.04561 0.050
C -0.73635 -7.03609 -3.81859 -0.021
H 1.76713 -6.92683 -6.23909 0.084
H 0.90070 -8.38044 -5.70200 0.089
H 0.02598 -7.09426 -6.54946 0.088
H -0.72232 -8.10589 -3.60615 0.088
H -1.59780 -6.81944 -4.45218 0.086
H -0.82868 -6.48714 -2.88426 0.078
C 6.46907 -1.94311 -1.32390 -0.018
C 6.77940 -3.42210 -1.32599 -0.507
O 7.70162 -3.87426 -1.95840 0.078
C 5.87517 -4.30725 -0.49935 -0.021
H 7.18671 -1.42099 -1.95217 0.085
H 5.46195 -1.77354 -1.71134 0.067
H 6.52922 -1.54618 -0.30944 0.086
H 4.84461 -4.22412 -0.85045 0.070
H 5.91125 -4.00514 0.54860 0.085
H 6.20062 -5.34089 -0.58563 0.083
```

Output
* E_HOMO: -11.03 eV
* E: -51922.8647 eV
* total charge: +1
* energy relative to the best compared isomer or geometry (same formula, charge and spin): 0.0 kJ/mol
* gap between HOMO and LUMO: 8.651 eV
* LUMO energy: -2.4 eV



# 2
The following is a quantum chemistry calculation of a structure of composition C47H102F6NO31P3Pt at a distorted geometry, from the OMol25 dataset.

Geometry as XYZ:
```
191
Properties=species:S:1:pos:R:3:lowdin_charge:R:1
Pt -1.04690 -0.22908 3.55212 1.334
C -0.14657 -0.18033 0.75982 -0.404
O 0.73591 -0.37939 1.85904 -0.186
O -1.39556 -0.04970 1.35678 -0.256
C 0.33371 0.80950 -0.34242 -0.525
F 0.31127 2.09422 0.10296 0.104
F 1.57905 0.63258 -0.87043 0.109
F -0.45339 0.89043 -1.38767 0.157
C 2.05358 -0.87016 1.57567 -0.220
C 2.63997 -1.07211 2.97231 -0.043
H 2.76782 -0.14824 3.53642 0.065
H 1.92753 -1.66376 3.54718 0.063
H 3.61575 -1.55055 2.88839 0.075
H 2.71732 -0.17019 1.06811 0.095
H 2.11862 -1.86147 1.12716 0.108
H -0.11859 -1.12958 0.22481 0.127
C 0.46782 0.21384 6.04182 -0.350
O 0.77079 0.76334 4.72991 -0.220
O -0.70423 -0.49887 5.75576 -0.273
C 1.71703 -0.50221 6.70865 -0.618
F 2.22380 -1.49953 6.00756 0.141
F 2.72127 0.32212 6.91926 0.157
F 1.46495 -1.05618 7.87118 0.168
C 1.59953 1.92120 4.65772 -0.213
C 1.64669 2.37311 3.12501 -0.034
H 0.67846 2.82551 2.91058 0.043
H 2.42493 3.13009 3.02788 0.071
H 1.85502 1.66428 2.32360 0.047
H 2.60561 1.84909 5.07090 0.104
H 1.16380 2.73926 5.23133 0.114
H 0.11967 1.00338 6.70779 0.149
C 5.76311 4.47931 -3.13213 -0.057
C 6.85362 3.63456 -2.31688 -0.188
N 6.56228 2.16589 -2.32230 -0.189
C 6.72099 1.55024 -3.61676 -0.307
C 8.07401 1.72369 -4.28761 -0.084
C 5.27922 1.67558 -1.78666 -0.253
C 4.95847 2.18099 -0.35465 -0.063
H 6.15858 5.49484 -3.15234 0.065
H 4.78272 4.54341 -2.66009 0.047
H 5.61705 3.99906 -4.09967 0.060
H 7.87481 3.88588 -2.60345 0.100
H 6.71643 3.92689 -1.27582 0.090
H 6.68626 0.48249 -3.40040 0.101
H 5.89635 1.77954 -4.29165 0.106
H 8.09674 1.08127 -5.16788 0.075
H 8.28031 2.77516 -4.48748 0.061
H 8.87208 1.42596 -3.60752 0.078
H 5.44207 0.60445 -1.66726 0.088
H 4.48927 1.68644 -2.53763 0.099
H 4.63873 3.22116 -0.41713 0.059
H 5.82651 2.15389 0.30403 0.082
H 4.12223 1.60635 0.04357 0.049
C -7.62992 -6.55667 -1.35589 -0.062
C -6.16049 -6.19222 -1.81088 -0.281
O -6.07832 -5.08262 -2.62663 -0.180
P -6.03348 -3.57120 -2.02716 0.515
O -6.65248 -3.38130 -0.68469 -0.247
O -4.45000 -3.17260 -2.10647 -0.203
C -4.06661 -1.72467 -2.11194 -0.191
C -2.58995 -1.55981 -2.58171 -0.047
O -6.62606 -2.60945 -3.21278 -0.206
C -8.03018 -2.49886 -3.30084 -0.273
C -8.47505 -3.37836 -4.49353 -0.065
H -7.59582 -7.30305 -0.56226 0.069
H -8.19752 -5.78416 -0.83711 0.062
H -8.29354 -6.82108 -2.17918 0.065
H -5.62220 -5.99635 -0.88355 0.108
H -5.64674 -7.02891 -2.28428 0.119
H -4.73924 -1.12402 -2.72424 0.107
H -4.20191 -1.42223 -1.07351 0.093
H -1.84397 -2.07471 -1.97633 0.068
H -2.51375 -1.77911 -3.64671 0.073
H -2.29693 -0.51306 -2.66265 0.062
H -8.52657 -2.63991 -2.34073 0.114
H -8.20978 -1.48546 -3.65982 0.114
H -9.53053 -3.26161 -4.73934 0.073
H -7.79747 -3.18241 -5.32456 0.082
H -8.44132 -4.43449 -4.22605 0.060
C -3.79478 6.30808 -5.36121 -0.067
C -3.32462 6.22422 -3.93301 -0.306
O -4.28203 6.00708 -2.90135 -0.191
P -4.01089 6.47377 -1.31686 0.584
O -5.18542 6.39949 -0.41552 -0.241
O -3.31116 7.95759 -1.49907 -0.198
C -3.90565 9.16196 -1.94220 -0.292
C -2.95132 10.33219 -1.83688 -0.077
O -2.70791 5.51647 -0.91215 -0.211
C -2.66754 4.12326 -1.11465 -0.266
C -3.89046 3.50971 -0.40047 -0.058
H -2.99745 6.54399 -6.06598 0.069
H -4.23201 5.35926 -5.67212 0.079
H -4.52516 7.09202 -5.56139 0.074
H -2.63496 5.38018 -3.92384 0.085
H -2.65877 7.05344 -3.69403 0.110
H -4.31656 9.07393 -2.94794 0.115
H -4.80572 9.48398 -1.41849 0.118
H -2.04554 10.20868 -2.43054 0.071
H -3.37842 11.28322 -2.15505 0.079
H -2.55010 10.49110 -0.83595 0.078
H -2.71922 3.96207 -2.19142 0.103
H -1.68846 3.76352 -0.79828 0.102
H -4.82256 3.72423 -0.92322 0.075
H -3.77708 2.43864 -0.23306 0.076
H -4.00943 3.91281 0.60525 0.058
C 4.78525 -2.37231 -2.37722 -0.046
C 3.57652 -2.03566 -1.45552 -0.257
O 3.37360 -3.13057 -0.61583 -0.228
P 2.18538 -4.23258 -0.81746 0.555
O 0.89369 -3.51454 -1.09795 -0.251
O 2.37475 -5.14087 0.54242 -0.193
C 3.68359 -5.56206 0.99650 -0.251
C 4.20220 -6.78171 0.24177 -0.056
O 2.70192 -5.16901 -2.05229 -0.213
C 1.74289 -5.82307 -2.90945 -0.228
C 1.82316 -7.40207 -2.77389 -0.058
H 4.55347 -2.98159 -3.25080 0.070
H 5.12882 -1.44244 -2.83043 0.046
H 5.65365 -2.87127 -1.94706 0.081
H 3.59365 -1.13931 -0.83554 0.097
H 2.69603 -1.95318 -2.09273 0.112
H 4.34261 -4.71223 0.81875 0.107
H 3.48929 -5.75403 2.05173 0.115
H 3.40209 -7.51766 0.32116 0.081
H 4.43670 -6.61981 -0.81032 0.068
H 5.16013 -7.13804 0.62060 0.074
H 0.70833 -5.53512 -2.72271 0.104
H 2.06539 -5.48098 -3.89285 0.116
H 2.87104 -7.68996 -2.85856 0.060
H 1.54176 -7.78954 -1.79470 0.070
H 1.41600 -7.90532 -3.65084 0.070
C 1.68488 3.30166 -2.62510 0.021
O 1.84091 4.46076 -3.49403 0.039
C 0.86600 5.20036 -3.78583 -0.542
O -0.31937 5.08572 -3.44174 0.090
O 1.32634 6.11587 -4.79212 -0.042
C 0.34850 6.89596 -5.44283 -0.077
H 2.68000 2.99092 -2.30685 0.069
H 1.15402 2.43677 -3.02291 0.101
H 1.13330 3.66163 -1.75662 0.090
H -0.53215 6.30939 -5.70454 0.081
H 0.78684 7.28396 -6.36229 0.091
H 0.14544 7.76392 -4.81553 0.094
C 4.95806 -4.00174 3.89620 -0.084
O 5.67539 -5.20758 4.09565 -0.010
C 6.81655 -5.38479 3.29072 -0.491
O 7.28757 -4.57951 2.46657 0.079
O 7.34138 -6.57829 3.58365 -0.011
C 8.46266 -7.09588 2.90112 -0.041
H 4.04510 -4.05901 3.30347 0.065
H 5.58304 -3.20813 3.48667 0.093
H 4.52859 -3.56321 4.79695 0.090
H 8.22369 -8.07688 2.49043 0.096
H 9.18413 -7.19949 3.71158 0.098
H 8.88855 -6.43723 2.14423 0.095
C 0.49301 -3.92380 5.48993 -0.031
O -0.12930 -4.45532 4.32094 0.012
C -0.53427 -3.58195 3.35589 -0.405
O -0.52036 -2.34136 3.37640 -0.017
O -1.05077 -4.34662 2.28932 -0.007
C -1.50949 -3.67919 1.13354 -0.054
H 0.40970 -4.55565 6.37419 0.101
H 0.18788 -2.91965 5.78437 0.073
H 1.54577 -3.83672 5.22121 0.083
H -2.14286 -2.82658 1.37847 0.079
H -1.96141 -4.36122 0.41332 0.102
H -0.71381 -3.25657 0.52004 0.052
C -4.95655 -1.23239 1.64872 -0.014
O -5.23324 -1.16431 3.05925 0.010
C -4.29607 -0.95637 4.02508 -0.509
O -3.04164 -0.97043 3.96470 -0.028
O -4.99850 -0.64169 5.05468 0.031
C -4.41992 -0.41774 6.29579 -0.031
H -5.21884 -0.25911 1.23396 0.093
H -5.51419 -1.96616 1.06673 0.073
H -3.87905 -1.32737 1.51425 0.067
H -4.11640 0.62208 6.41717 0.105
H -3.61390 -1.12338 6.49710 0.103
H -5.11817 -0.72669 7.07366 0.097
C -5.09787 2.99130 3.86131 -0.017
O -3.87275 2.27099 4.02100 0.010
C -2.71229 2.60827 3.47224 -0.491
O -1.68672 1.89456 3.59906 -0.009
O -2.84176 3.80182 2.89325 -0.013
C -1.74806 4.59186 2.33859 0.025
H -5.09117 4.03424 4.17805 0.096
H -5.83591 2.53126 4.51840 0.099
H -5.43999 3.02954 2.82710 0.099
H -1.57749 4.15098 1.35644 0.078
H -0.90913 4.66102 3.03105 0.099
H -2.02927 5.60799 2.06194 0.098
```

Output
* E_HOMO (alpha / beta): -7.04 / -7.61 eV
* multiplicity: 3
* E: -162773.5173 eV
* total charge: 0
* gap between HOMO and LUMO (alpha / beta): 7.591 / 8.166 eV
* LUMO energy (alpha / beta): 0.6 / 0.6 eV